Entry 1:
Below is a molecular structure, C14H32Cl2LaNO2P2 at a distorted geometry, with properties calculated with ωB97M-V with the def2-TZVPD basis set.

The relative energy (zero: lowest compared OMol25 entry of this formula, charge and spin) is 0.000 eV. For the calculated total energy, the calculation gives -2392.21694 Ha.

The geometry in ORCA input format:
```
! wB97M-V def2-TZVPD RIJCOSX def2/J DEFGRID3
* xyz 2 1
C 0.06810 5.35560 -0.45136
C 0.04736 3.95121 -0.07039
H 1.05686 5.64741 -0.85948
H -0.20250 6.02226 0.40087
H -0.74426 5.49375 -1.19037
O 0.78786 3.05148 0.07502
Cl -1.96929 3.11763 0.06094
La -1.48890 0.28394 0.02303
P -0.71626 1.21350 2.80949
C 0.75882 0.70040 3.73858
C -0.73350 2.97873 3.25633
H -0.70289 3.08162 4.34786
H -1.99479 0.92245 4.85340
H -1.63261 3.45221 2.85454
H -3.05958 0.96481 3.40496
H 1.63070 1.20967 3.30649
H 0.14137 3.46885 2.81506
C -2.10933 0.58709 3.81456
H 0.64574 0.98310 4.79433
H -2.12627 -0.51229 3.75579
H 0.88873 -0.38212 3.63023
P -1.15028 0.98261 -2.90020
C 0.15180 0.15566 -3.85214
C -2.68894 0.26082 -3.53020
H -1.94114 3.23267 -3.28308
H -1.29218 2.48080 -4.77098
H -0.18489 3.10544 -3.51271
C -1.14363 2.61007 -3.69410
H -3.55974 0.67743 -3.00502
H -2.78753 0.47853 -4.59583
H -0.02012 0.32008 -4.92038
H 0.15185 -0.91266 -3.61573
H -2.69097 -0.82050 -3.35613
H 1.12464 0.57338 -3.56486
Cl -3.22243 -1.65948 0.17884
O 0.61520 -0.52608 0.02005
C 1.24447 -1.61937 0.30951
C 0.58614 -2.63018 1.18359
C 0.16746 -3.88032 0.38252
C 1.33096 -4.84542 0.11363
C 2.50038 -4.26967 -0.68221
C 3.20674 -3.08448 -0.04890
N 2.45727 -1.81462 -0.18005
H 1.28290 -2.91301 1.98517
H -0.30517 -2.17984 1.65795
H -0.60403 -4.42296 0.95046
H -0.32481 -3.57778 -0.56187
H 1.70399 -5.22636 1.07612
H 0.92555 -5.70863 -0.43789
H 3.23776 -5.07900 -0.79918
H 2.17903 -4.00162 -1.69105
H 3.42407 -3.28807 0.99944
H 4.17014 -2.96057 -0.54031
H 2.91018 -1.04821 -0.68434
*
```

Löwdin atomic charge list, values in e, 4 entries: C -0.003; C -0.440; H 0.134; H 0.136



Entry 2:
Below is a molecular structure, C14H32EuN6O6S at a distorted geometry, with properties calculated with ωB97M-V with the def2-TZVPD basis set.

For the calculated total energy, the calculation gives -2440.88261 Ha. Its expectation value of S² is 15.77.

The geometry in ORCA input format:
```
! wB97M-V def2-TZVPD RIJCOSX def2/J DEFGRID3
* xyz 0 8
O -0.00519 0.21523 -4.99838
H -0.47696 -0.04432 -5.80235
Eu -0.62099 0.30717 -0.86797
N 0.02697 2.59696 0.33184
N 1.65179 1.17408 -0.87325
N -1.63127 -1.26639 0.81754
N -0.23550 -2.03158 -1.15964
O -0.89494 3.05887 1.11724
O -2.37015 -0.81346 1.95486
O 0.20174 -2.38869 -2.48882
O 1.98356 0.56312 -1.95470
C 2.15333 2.37870 -0.49409
C 1.31885 2.99306 0.50283
C -1.51622 -2.59106 0.72752
C -0.82635 -3.01396 -0.46682
C 1.82290 3.84318 1.60615
H 2.03981 3.24378 2.50782
H 1.10310 4.62099 1.89056
H 2.76743 4.31542 1.29909
C 3.36267 3.00813 -1.08248
H 3.14386 3.31731 -2.11629
H 4.22888 2.33277 -1.10276
H 3.64895 3.91969 -0.54249
C -2.04614 -3.58480 1.69388
C -0.85086 -4.42280 -0.92898
H -2.64168 -3.10200 2.46818
H -1.23214 -4.14983 2.17468
H -2.66423 -4.33580 1.18042
H -0.08136 -4.57446 -1.69287
H -1.83647 -4.64499 -1.36617
H -0.71000 -5.13658 -0.10759
H -1.75387 -0.12602 2.33111
H 1.06394 -1.92542 -2.59425
C -0.94915 0.75698 -4.06404
H -0.37020 1.42003 -3.39664
H -1.43493 -0.05333 -3.47965
H -1.73131 1.35890 -4.55816
O -2.62285 1.40916 0.03461
H -3.10179 0.74234 0.56500
H -2.14385 2.05904 0.64175
C 2.35594 -1.29490 3.71095
N 1.37743 -0.65792 4.58937
C 1.94273 -0.18219 5.86941
C 0.42995 0.13927 3.99658
S 0.57882 0.74521 2.41974
N -0.67306 0.43250 4.72877
C -1.08600 -0.44015 5.82417
C -1.42815 1.65093 4.45645
H 3.12884 -1.73677 4.34353
H 2.78992 -0.56853 3.01191
H 1.87697 -2.09043 3.13430
H 1.91482 0.91472 5.96614
H 1.43481 -0.64600 6.72443
H 2.98508 -0.51136 5.91164
H -0.85290 0.02771 6.79404
H -2.17443 -0.58498 5.76840
H -0.56432 -1.40761 5.72601
H -0.74677 2.50411 4.34386
H -2.02881 1.58314 3.53726
H -2.07764 1.81219 5.31994
*
```

Löwdin atomic charge list, values in e, 4 entries: O -0.110; H 0.082; Eu 1.682; N -0.272



Entry 3:
Below is 3 unconnected molecules or ions with the total composition C14H32F5O10P3S at a distorted geometry, with properties calculated with ωB97M-V with the def2-TZVPD basis set.

For the calculated total energy, the calculation gives -3226.70842 Ha.

The geometry in ORCA input format:
```
! wB97M-V def2-TZVPD RIJCOSX def2/J DEFGRID3
* xyz 0 1
O 4.97244 -3.26657 -3.58017
S 4.81362 -2.03544 -2.86365
O 4.77710 -2.19435 -1.43472
P 6.50397 -0.83293 -3.30644
C 3.17933 -1.31163 -3.39952
F 2.21183 -2.17624 -3.10644
F 3.20844 -1.16999 -4.74003
C 2.86838 0.07426 -2.79218
F 3.69848 1.00063 -3.26484
F 2.94803 0.06919 -1.47551
F 1.63424 0.42734 -3.14557
H 6.30451 -0.25089 -4.56624
H 6.59915 0.12854 -2.28970
C -4.30748 0.50357 0.96286
C -5.00662 1.79606 0.58248
O -4.07874 2.86062 0.33202
P -3.30172 2.92021 -1.06564
O -4.25392 3.17323 -2.15664
O -2.53168 4.34192 -0.87776
C -2.60276 5.36128 -1.87326
C -3.64338 6.40082 -1.51549
O -2.03613 2.04905 -0.64603
C -0.98142 1.79626 -1.60605
C 0.07454 2.88672 -1.57482
H -3.74534 0.09550 0.12172
H -5.03536 -0.24432 1.27896
H -3.59837 0.67521 1.77258
H -5.64660 1.65052 -0.29201
H -5.64028 2.13154 1.40206
H -2.80045 4.93151 -2.85539
H -1.61518 5.82710 -1.91906
H -4.60514 5.93630 -1.29998
H -3.77264 7.11518 -2.33002
H -3.34141 6.94689 -0.62049
H -1.39747 1.67498 -2.60806
H -0.53482 0.84566 -1.31847
H -0.23326 3.75232 -2.15994
H 1.00890 2.52307 -1.99907
H 0.25317 3.23244 -0.55758
C -1.17072 -5.07853 4.16176
C -1.68604 -3.73282 3.68644
O -0.63098 -2.77908 3.50906
P 0.28216 -2.84415 2.19501
O -0.53092 -2.53125 1.00973
O 1.17169 -1.50285 2.43027
C 1.30761 -0.50907 1.41739
C 0.35096 0.64095 1.65190
O 1.40829 -3.82190 2.75436
C 2.51249 -4.20024 1.88656
C 3.66165 -3.21626 1.96914
H -0.57575 -5.56793 3.38932
H -2.00222 -5.73593 4.41777
H -0.53078 -4.95572 5.03522
H -2.24889 -3.83859 2.75493
H -2.35789 -3.30831 4.43089
H 1.16607 -0.94273 0.42661
H 2.33846 -0.14959 1.46535
H -0.67189 0.28513 1.77507
H 0.37809 1.34460 0.82013
H 0.61782 1.17579 2.56453
H 2.16267 -4.30932 0.85800
H 2.83799 -5.18134 2.22723
H 3.47937 -2.34665 1.34029
H 4.58491 -3.68056 1.62224
H 3.79983 -2.85924 2.98887
*
```

Löwdin atomic charge list, values in e, 4 entries: O -0.321; S 0.421; O -0.343; P 0.777



Entry 4:
Below is 2 unconnected molecules or ions with the total composition C14H32FIN3O5PS at a distorted geometry, with properties calculated with ωB97M-V with the def2-TZVPD basis set.

For the calculated total energy, the calculation gives -2229.96515 Ha.

The geometry in ORCA input format:
```
! wB97M-V def2-TZVPD RIJCOSX def2/J DEFGRID3
* xyz 0 1
C 1.46560 -0.53732 3.41247
C 0.69648 -0.71825 2.09876
N 1.14677 0.25925 1.12510
P 0.40612 0.38658 -0.52438
C 0.10911 -1.45862 -0.75441
C 1.32286 -2.34979 -1.01144
O 2.28408 -2.26790 0.02171
C 3.62106 -2.22244 -0.40978
C 4.15998 -3.59486 -0.78840
C -1.33157 0.86711 0.16481
C -2.51312 -0.08519 0.03278
O -2.56789 -1.06209 1.07833
C -3.82176 0.70302 0.02647
N -5.01423 -0.09798 -0.28112
C -0.36752 0.74530 -2.28890
C -0.47475 2.18294 -2.76733
F 0.35717 0.07548 -3.30404
O 1.95113 0.27785 -1.27477
C 2.70199 1.43540 -1.35599
C 2.05334 2.51801 -0.47819
I 2.34044 4.50449 -1.47167
N 2.73030 2.76182 0.83410
C 3.65971 2.15602 1.27996
S 4.88390 1.42493 1.94605
O 0.78795 2.22053 -0.29862
H 0.86158 -0.86146 4.26495
H 1.68131 0.52203 3.57632
H 2.40727 -1.08409 3.40574
H 0.87879 -1.72874 1.74328
H -0.38147 -0.65285 2.33278
H 0.92934 1.15794 1.54452
H -0.50233 -1.58880 -1.65238
H -0.47053 -1.89732 0.05838
H 1.75682 -2.12737 -1.98983
H 0.97025 -3.39168 -1.06106
H 3.72250 -1.52473 -1.24831
H 4.19949 -1.80786 0.41853
H 4.13208 -4.25870 0.07780
H 3.53513 -4.05217 -1.55871
H 5.18452 -3.52495 -1.15586
H -1.25758 1.13092 1.22720
H -1.59778 1.79891 -0.33944
H -2.51684 -0.66141 -0.89636
H -2.76742 -0.59288 1.89527
H -3.73073 1.49571 -0.71856
H -3.94142 1.20251 1.00267
H -5.48787 -0.38508 0.56210
H -4.77130 -0.94368 -0.78211
H -1.36109 0.28648 -2.34771
H 0.49206 2.52850 -3.12983
H -0.86119 2.85888 -2.00898
H -1.15718 2.22758 -3.62432
H 2.63582 1.81126 -2.38560
H 3.77149 1.30100 -1.16758
O -6.62251 0.99565 2.23022
H -7.01259 1.09610 1.32939
H -7.27438 0.80044 2.93182
H -6.03141 1.74556 2.45420
*
```

Löwdin atomic charge list, values in e, 4 entries: C -0.091; C -0.336; N -0.111; P 0.735